C3HCl2F2N | ωB97M-V/def2-TZVPD

Geometry as XYZ:
```
9
Properties=species:S:1:pos:R:3:forces:R:3
C -1.15501 -0.89923 -2.21218 1.80 1.27 0.23
C 0.02899 -0.65634 0.31901 0.56 -1.25 4.62
C -0.04226 -0.14017 -1.77420 -0.56 1.11 -5.12
N -2.08149 -1.55144 -2.37586 -1.31 -0.89 -0.51
F -0.19577 1.18657 -1.72620 0.05 -0.73 0.60
F 1.16682 -0.44203 -2.23514 -0.51 -0.03 0.38
Cl 1.60799 -1.31668 0.50338 -0.32 0.17 0.01
Cl -1.26436 -1.72822 0.67923 0.31 0.29 0.07
H -0.08777 0.33455 0.74519 -0.01 0.06 -0.28
```
Positions in Å, forces in eV/Å.

Total energy: -35091.27022 eV
Spin multiplicity: 3
E_HOMO (alpha / beta): -7.01 / -11.62 eV
Net charge: 0
E_LUMO (alpha / beta): 0.699 / -3.239 eV
Maximum force: 5.265 eV Å⁻¹



C3HCl3F2 | ωB97M-V/def2-TZVPD

Geometry as XYZ:
```
9
Properties=species:S:1:pos:R:3:forces:R:3
F -0.63247 0.73392 2.67619 -0.18 0.12 -0.35
C -0.62771 0.60075 1.38360 1.15 -0.11 -1.45
C -0.28265 0.95998 0.16125 -0.14 1.22 -0.22
F 0.08821 1.84014 -0.78131 -0.34 -1.12 1.55
C -0.88472 -0.33693 0.27920 -1.55 -0.43 0.08
Cl -2.68304 -0.56855 -0.20706 1.09 0.07 0.22
Cl -0.04295 -1.87103 -0.03671 -0.02 0.23 0.16
Cl 2.65697 -0.12138 -2.02839 0.01 -0.05 0.04
H 2.40837 -1.23690 -1.44676 -0.02 0.07 -0.03
```
Positions in Å, forces in eV/Å.

Total energy: -46126.21999 eV
Spin multiplicity: 1
E_HOMO: -10.80 eV
Net charge: 0
E_LUMO: 0.237 eV
SMILES: FC1=C(F)C1(Cl)Cl.Cl
Maximum force: 1.946 eV Å⁻¹



C3HClFNOS | ωB97M-V/def2-TZVPD

Geometry as XYZ:
```
9
Properties=species:S:1:pos:R:3:forces:R:3
O -0.02503 -0.51888 2.34002 0.09 0.04 -0.69
C 0.15125 -0.54131 1.15549 -0.06 -0.26 0.63
S 1.01231 -1.78171 0.21573 -0.14 0.28 -0.13
N 0.86510 -0.94172 -1.27921 0.02 -0.10 0.25
C 0.22428 0.14555 -1.18561 -0.13 0.30 -0.40
C -0.33086 0.54065 0.15772 0.06 -0.06 -0.13
F 0.13156 1.75161 0.55543 0.02 0.12 0.00
Cl -2.09902 0.56896 0.11507 0.11 -0.05 0.00
H 0.07040 0.77685 -2.07465 0.04 -0.27 0.47
```
Positions in Å, forces in eV/Å.

Total energy: -32738.91009 eV
Spin multiplicity: 1
E_HOMO: -10.22 eV
Net charge: 0
E_LUMO: -0.628 eV
SMILES: O=C1SN=C[C@@]1(F)Cl
Maximum force: 0.702 eV Å⁻¹



C3HF2N5O4 | ωB97M-V/def2-TZVPD

Geometry as XYZ:
```
15
Properties=species:S:1:pos:R:3:forces:R:3
C -0.02977 0.58455 -1.56602 1.03 1.08 -0.53
C -1.28749 -0.25927 -0.02158 2.12 1.09 -0.38
C 0.02556 -0.27374 0.48972 -1.48 0.02 -1.46
N -1.25317 0.35086 -1.24313 -2.38 -1.26 -0.18
N 0.71886 0.29263 -0.54312 5.39 -0.74 2.83
N -2.59021 -0.75475 0.43606 2.04 1.48 -1.88
N 0.61118 -0.75250 1.71448 0.09 0.62 0.36
N 2.57310 0.69563 -0.48782 -3.50 -2.23 -0.27
O -2.62869 -1.44015 1.39023 -0.46 -1.54 2.13
O -3.45020 -0.40417 -0.30662 -2.24 0.00 -0.25
O 1.79252 -1.04759 1.75421 -0.22 0.03 -0.52
O -0.14582 -0.74249 2.65311 -0.14 -0.28 0.36
F 2.50618 1.90520 -0.01962 0.13 1.34 0.39
F 2.68010 0.85150 -1.81360 0.55 0.33 -0.49
H 0.47785 0.99428 -2.43629 -0.95 0.06 -0.11
```
Positions in Å, forces in eV/Å.

Total energy: -24189.52025 eV
Spin multiplicity: 1
E_HOMO (alpha / beta): -10.73 / -10.73 eV
Net charge: 0
E_LUMO (alpha / beta): -2.265 / -2.264 eV
Maximum force: 6.138 eV Å⁻¹



C3HF2NO | ωB97M-V/def2-TZVPD

Geometry as XYZ:
```
8
Properties=species:S:1:pos:R:3:forces:R:3
N -1.53456 1.33540 1.60469 -1.51 0.86 0.95
C -0.72569 0.93107 0.92449 0.12 -0.49 0.38
C 0.30225 0.27533 0.21065 2.08 -2.54 -2.14
F 1.26417 -0.25883 1.02430 -0.87 0.89 -0.22
F 0.88445 1.17893 -0.62853 0.26 0.23 0.02
C -0.05909 -0.95632 -0.85834 2.10 -0.79 3.34
O 0.43635 -2.04187 -0.56986 -2.18 3.03 -1.97
H -0.56788 -0.46371 -1.70740 0.00 -1.19 -0.37
```
Positions in Å, forces in eV/Å.

Total energy: -12097.58228 eV
Spin multiplicity: 1
E_HOMO: -11.23 eV
Net charge: 0
E_LUMO: -0.497 eV
SMILES: N#CC(F)(F)C=O
Maximum force: 4.223 eV Å⁻¹



C3HF2NO | ωB97M-V/def2-TZVPD

Geometry as XYZ:
```
8
Properties=species:S:1:pos:R:3:forces:R:3
F -0.74351 0.22930 1.93088 0.33 0.77 -0.81
C -0.24257 0.39329 0.68719 0.19 -1.44 -0.24
C 0.24225 1.50036 -0.07693 0.36 -0.64 0.28
N 0.71408 1.08291 -1.23148 -0.46 1.66 0.09
O 0.47961 -0.24483 -1.33344 0.01 -0.85 1.44
C -0.00952 -0.65849 -0.14944 -0.50 -0.46 -1.11
F -0.26907 -1.95920 -0.11798 0.13 0.98 0.43
H 0.33690 2.53638 0.20687 -0.05 -0.03 -0.07
```
Positions in Å, forces in eV/Å.

Total energy: -12097.09669 eV
Spin multiplicity: 1
E_HOMO: -10.16 eV
Net charge: 0
E_LUMO: 0.733 eV
SMILES: Fc1cnoc1F
Maximum force: 1.730 eV Å⁻¹



C3HF3 | ωB97M-V/def2-TZVPD

Geometry as XYZ:
```
7
Properties=species:S:1:pos:R:3:forces:R:3
C -2.13238 -1.07961 0.50445 1.10 0.95 -1.00
C 0.05054 0.22373 0.02669 -0.78 -0.14 -0.41
C 1.37456 0.12817 0.23698 -1.90 -0.82 0.75
F -2.65421 -0.70217 -0.58342 0.36 -0.23 0.82
F -0.56109 1.11151 -0.81039 0.89 -0.69 0.72
F 2.22896 0.99699 -0.35168 0.10 -0.61 0.47
H 1.69362 -0.67863 0.97738 0.23 1.53 -1.34
```
Positions in Å, forces in eV/Å.

Total energy: -11271.73439 eV
Spin multiplicity: 1
E_HOMO (alpha / beta): -9.72 / -9.21 eV
Net charge: 0
E_LUMO (alpha / beta): -0.999 / -1.341 eV
Maximum force: 2.201 eV Å⁻¹



C3HF3O | ωB97M-V/def2-TZVPD

Geometry as XYZ:
```
8
Properties=species:S:1:pos:R:3:forces:R:3
O -1.39963 0.43539 -1.66668 1.80 -0.51 -1.15
C -0.53697 -0.10742 -1.02426 -5.71 1.01 0.49
F -0.27372 -1.36876 -1.12680 1.45 -2.54 -1.68
C -0.26667 0.33629 0.30441 2.76 -2.87 -2.22
F -1.10914 1.29626 0.58907 1.23 0.91 1.82
C 0.93522 -0.18934 0.77189 -5.25 4.48 -0.16
F 1.28096 0.72244 1.65828 2.93 -0.45 2.66
H 1.36994 -1.12487 0.49409 0.77 -0.03 0.24
```
Positions in Å, forces in eV/Å.

Total energy: -13324.07563 eV
Spin multiplicity: 1
E_HOMO: -10.22 eV
Net charge: 0
E_LUMO: -0.154 eV
SMILES: O=C(F)/C(F)=C/F
Maximum force: 6.897 eV Å⁻¹



C3HF3O | ωB97M-V/def2-TZVPD

Geometry as XYZ:
```
8
Properties=species:S:1:pos:R:3:forces:R:3
O -3.33547 -1.03041 -0.61718 0.45 0.70 -0.65
C -3.76178 -0.36030 0.23730 -1.64 -0.08 0.06
F -3.88973 -0.80624 1.46639 0.03 0.81 0.37
F -4.38680 0.83987 0.12807 1.18 -1.43 0.23
C 0.31360 1.75395 0.53980 -1.33 -0.68 -1.66
C -0.36778 1.34108 -0.36556 1.13 0.76 0.63
F -0.96160 0.99522 -1.44754 -0.13 -0.19 0.36
H 0.90133 2.24482 1.25251 0.32 0.10 0.66
```
Positions in Å, forces in eV/Å.

Total energy: -13324.07123 eV
Spin multiplicity: 1
E_HOMO: -10.73 eV
Net charge: 0
E_LUMO: 0.527 eV
SMILES: O=C(F)F.C#CF
Maximum force: 2.236 eV Å⁻¹



C3HFKO3 | ωB97M-V/def2-TZVPD

Geometry as XYZ:
```
9
Properties=species:S:1:pos:R:3:forces:R:3
O 1.57109 -1.05271 0.32336 0.48 -0.78 0.16
C 1.91320 0.25467 0.09302 0.56 0.44 -0.11
C 0.25651 -1.16054 0.15965 -0.33 0.20 0.07
O 3.00862 0.69085 0.07357 -0.33 -0.19 0.15
O 0.75455 0.92166 -0.18123 -0.19 0.19 -0.07
C -0.31679 0.09266 -0.21419 -0.47 -0.24 -0.35
H -0.19772 -2.13853 0.29963 0.18 0.37 0.00
F -3.79610 1.46970 0.75579 -0.09 0.01 0.15
K -3.19337 0.92226 -1.30960 0.19 0.00 0.01
```
Positions in Å, forces in eV/Å.

Total energy: -28309.06744 eV
Spin multiplicity: 2
E_HOMO (alpha / beta): -8.63 / -8.61 eV
Net charge: 0
E_LUMO (alpha / beta): -0.407 / -3.087 eV
Maximum force: 0.927 eV Å⁻¹



C3HFO3 | ωB97M-V/def2-TZVPD

Geometry as XYZ:
```
8
Properties=species:S:1:pos:R:3:forces:R:3
O -1.69879 -0.67283 1.86349 0.00 -0.02 0.65
C -1.21140 -0.17960 0.94066 -1.62 -0.09 0.95
C -0.65443 0.22106 -0.14480 0.71 0.67 -2.29
F -0.99573 1.33990 -0.90680 0.27 -2.10 0.73
H 0.07457 -0.52587 -0.45997 0.13 0.76 -0.64
O 1.35361 1.79052 1.42179 -1.21 0.87 -0.64
C 0.51747 2.46376 0.94203 0.42 0.92 0.10
O -0.26373 3.20574 0.47364 1.30 -1.02 1.14
```
Positions in Å, forces in eV/Å.

Total energy: -11985.41333 eV
Spin multiplicity: 1
E_HOMO: -9.74 eV
Net charge: 0
E_LUMO: -0.208 eV
SMILES: O=C=CF.O=C=O
Maximum force: 2.490 eV Å⁻¹



C3HI2N2O2 | ωB97M-V/def2-TZVPD

Geometry as XYZ:
```
10
Properties=species:S:1:pos:R:3:forces:R:3
C -0.68889 0.51843 -0.44647 -0.01 -1.57 -1.30
C -0.00367 -0.63357 -1.22530 2.60 1.00 1.03
C -0.30559 0.58169 1.92742 1.13 0.47 4.39
N -0.75808 0.68314 0.78498 -1.74 0.54 -3.68
N 1.31985 -0.62422 -1.17831 -0.51 -0.37 0.14
O -0.85970 -1.33246 -1.71419 -1.61 -1.28 -0.87
O -0.70770 0.09790 2.94687 0.66 -0.22 -0.28
I 1.31985 2.20371 1.99180 0.13 -0.15 0.36
I 2.15608 -2.39445 -2.00165 -0.47 0.77 0.19
H -1.47215 0.89983 -1.08517 -0.19 0.80 0.01
```
Positions in Å, forces in eV/Å.

Total energy: -26403.93398 eV
Spin multiplicity: 1
E_HOMO: -4.88 eV
Net charge: -1
E_LUMO: 2.538 eV
Maximum force: 4.563 eV Å⁻¹



C3HI2O3 | ωB97M-V/def2-TZVPD

Geometry as XYZ:
```
9
Properties=species:S:1:pos:R:3:forces:R:3
C 0.30115 0.33283 0.85737 -0.09 -1.51 -2.44
C 1.79829 -0.41941 0.67161 -0.40 0.33 -1.00
C -1.09693 0.05800 -0.83403 0.23 -1.14 2.91
O 1.95177 -1.47202 1.22508 0.27 -0.37 0.41
O 0.02006 1.29347 1.38678 -0.96 1.97 1.60
O 2.35494 0.37508 -0.07430 0.29 -0.35 0.27
I -2.42450 1.65046 -0.79091 -0.81 0.67 0.37
I -2.07936 -1.96645 -0.61177 0.41 1.01 -0.23
H -0.82541 0.14803 -1.82983 1.07 -0.61 -1.90
```
Positions in Å, forces in eV/Å.

Total energy: -25470.76441 eV
Spin multiplicity: 1
E_HOMO: -4.36 eV
Net charge: -1
E_LUMO: 2.793 eV
Maximum force: 3.135 eV Å⁻¹



C3HI5 | ωB97M-V/def2-TZVPD

Geometry as XYZ:
```
9
Properties=species:S:1:pos:R:3:forces:R:3
C 0.56325 0.16029 1.13992 -1.56 0.16 1.85
C -1.99328 0.23587 -0.92261 0.66 -0.99 -0.37
C 1.21325 -0.78108 0.53656 1.38 -2.29 -1.63
I 0.75906 2.24664 0.83836 0.09 -1.00 0.32
I -2.97945 1.97588 -0.66775 -0.33 0.64 -0.19
I -0.91659 0.02759 -2.74170 -0.41 0.29 0.58
I 2.83323 -0.67881 -0.79478 -0.26 0.50 0.13
I 0.64891 -2.88466 0.69684 0.04 1.14 0.30
H -0.12838 -0.30172 1.91516 0.39 1.55 -0.98
```
Positions in Å, forces in eV/Å.

Total energy: -43625.53858 eV
Spin multiplicity: 1
E_HOMO (alpha / beta): -8.68 / -8.68 eV
Net charge: 0
E_LUMO (alpha / beta): -1.546 / -1.546 eV
Maximum force: 3.132 eV Å⁻¹



C3HIN2O | ωB97M-V/def2-TZVPD

Geometry as XYZ:
```
8
Properties=species:S:1:pos:R:3:forces:R:3
C 0.18696 -1.09694 0.17279 -1.69 -0.58 -1.49
C -0.62040 -0.27500 -0.56413 0.73 0.87 0.86
C 0.29565 1.47963 0.19955 -2.90 -0.60 -2.40
N 1.15471 -0.48738 0.86846 0.40 1.05 0.38
N 1.15270 0.79642 0.86260 2.74 -0.34 2.04
O -0.10568 2.53424 -0.08788 0.35 -0.18 0.34
I -2.25646 -0.77911 -1.66767 0.41 -0.01 0.23
H 0.19253 -2.17186 0.21627 -0.03 -0.21 0.04
```
Positions in Å, forces in eV/Å.

Total energy: -16250.78023 eV
Spin multiplicity: 1
E_HOMO: -9.12 eV
Net charge: 0
E_LUMO: -2.428 eV
Maximum force: 3.811 eV Å⁻¹



C3HNO3 | ωB97M-V/def2-TZVPD

Geometry as XYZ:
```
8
Properties=species:S:1:pos:R:3:forces:R:3
O 0.05937 0.03041 3.51023 0.05 0.12 -0.79
C 0.24712 0.13644 2.33752 -0.35 -0.20 -0.67
N -0.59623 -0.23169 1.22765 -0.06 -0.79 1.83
C 0.08656 -0.04577 0.17599 -0.05 1.52 3.18
O 1.21177 0.68844 0.27419 0.66 -0.78 -0.68
C 1.51777 0.71597 1.64742 -1.61 0.15 -0.73
O 2.46574 1.25771 2.02898 1.70 0.62 1.03
H -0.28607 -0.42546 -0.68552 -0.35 -0.64 -3.17
```
Positions in Å, forces in eV/Å.

Total energy: -10758.56072 eV
Spin multiplicity: 1
E_HOMO: -10.65 eV
Net charge: 0
E_LUMO: -1.331 eV
SMILES: O=C1N=COC1=O
Maximum force: 3.520 eV Å⁻¹